{"formula": "C3H8N4O", "method": "ωB97M-V/def2-TZVPD", "relative_energy_kcal_mol": 97.2, "smiles": "[H]/N=C(NOC)/C(N)=N\\[H]", "e_tot_ev": -11245.4108, "species": ["C", "C", "C", "H", "H", "H", "H", "H", "H", "H", "H", "N", "N", "N", "N", "O"], "coordinates": [[-2.3094, -0.2738, 0.3052], [0.8986, 0.8203, 0.0200], [1.4854, -0.5882, -0.0451], [-2.9090, -1.0928, -0.1713], [-2.9597, 0.6721, 0.5243], [-1.9429, -0.7483, 1.2865], [-0.8068, 1.9264, -0.4548], [1.4148, 2.6449, -0.0705], [-0.4866, -1.3542, -0.2108], [1.0460, -2.4697, -0.3697], [3.2460, 0.1308, -0.0967], [-0.4865, 1.0393, -0.0955], [1.7627, 1.7054, 0.0908], [0.6266, -1.6143, 0.0181], [2.7598, -0.8232, -0.0677], [-1.3392, 0.0254, -0.6628]]}

=====

{"formula": "C28H24ClF5N2O2", "method": "ωB97M-V/def2-TZVPD", "relative_energy_kcal_mol": 0.0, "smiles": "CN1C(=O)[C@@H](Cc2c(F)c(F)c(F)c(F)c2F)N(/C=C/[C@@H](Oc2ccc(Cl)cc2)c2ccccc2)C1(C)C", "e_tot_ev": -62608.3409, "species": ["Cl", "C", "C", "C", "C", "O", "C", "C", "H", "H", "H", "H", "C", "N", "C", "O", "C", "C", "C", "C", "F", "C", "F", "C", "F", "C", "F", "C", "F", "N", "C", "C", "C", "C", "C", "C", "C", "C", "C", "C", "C", "C", "H", "H", "H", "H", "H", "H", "H", "H", "H", "H", "H", "H", "H", "H", "H", "H", "H", "H", "H", "H"], "coordinates": [[7.9877, -2.4402, -0.7840], [6.3255, -1.8630, -0.9076], [5.3015, -2.8103, -1.0128], [3.9877, -2.3994, -1.2247], [3.7354, -1.0351, -1.2842], [2.4309, -0.8219, -1.6025], [4.7218, -0.0630, -1.1758], [6.0467, -0.4936, -0.9750], [5.5165, -3.8655, -0.9486], [3.1557, -3.0839, -1.3815], [4.5051, 0.9845, -1.2636], [6.8694, 0.1931, -0.8787], [-4.3065, 2.5043, 1.4396], [-3.1557, 1.6301, 1.3489], [-2.9096, 0.7524, 2.3650], [-3.5019, 0.6407, 3.4220], [-1.6812, -0.0929, 1.9405], [-2.0014, -1.5647, 1.7668], [-2.4645, -2.1470, 3.0557], [-3.7930, -2.5163, 3.2618], [-4.6838, -2.3551, 2.2493], [-4.2582, -2.9705, 4.4935], [-5.5614, -3.2797, 4.6675], [-3.3595, -3.0894, 5.5595], [-3.7944, -3.5224, 6.7597], [-2.0139, -2.7558, 5.3775], [-1.1474, -2.8774, 6.4076], [-1.5931, -2.2912, 4.1335], [-0.2922, -1.9090, 3.9960], [-1.2585, 0.5518, 0.7363], [-0.0813, 0.2062, 0.1330], [0.3725, 0.6005, -1.0878], [1.8711, 0.5737, -1.4938], [2.1039, 0.9993, -3.0118], [3.1508, 0.5015, -3.8072], [3.4511, 1.1175, -5.0151], [2.6311, 2.1210, -5.5136], [1.4870, 2.4674, -4.8113], [1.1835, 1.8837, -3.5948], [-2.2271, 1.5475, 0.2020], [-3.0203, 1.0557, -1.0316], [-1.6578, 2.9517, -0.0789], [-4.8863, 2.2294, 2.3278], [-3.9837, 3.5492, 1.5158], [-4.9187, 2.3927, 0.5400], [-0.8925, 0.0126, 2.6921], [-2.7931, -1.6783, 1.0218], [-1.0989, -2.0788, 1.4203], [0.4651, -0.5414, 0.7122], [-0.4018, 0.8480, -1.8309], [2.5946, 1.1585, -0.6970], [3.7598, -0.3734, -3.5426], [4.3297, 0.7999, -5.5542], [2.8857, 2.6297, -6.4300], [0.7919, 3.2110, -5.1435], [0.2898, 2.1219, -3.0228], [-3.5223, 0.0990, -0.8010], [-3.7767, 1.8129, -1.3240], [-2.3472, 0.8996, -1.8780], [-1.2601, 3.3804, 0.8547], [-0.8507, 2.8793, -0.8162], [-2.4565, 3.6124, -0.4750]]}

=====

{"formula": "C21H20N8O3SbSe4W", "method": "ωB97M-V/def2-TZVPD", "relative_energy_kcal_mol": 0.0, "total_charge": 1, "e_tot_ev": -309912.3934, "species": ["W", "C", "C", "C", "C", "N", "C", "N", "C", "N", "C", "N", "C", "C", "C", "C", "C", "N", "C", "C", "C", "C", "C", "C", "H", "H", "H", "H", "H", "H", "H", "H", "H", "H", "H", "H", "N", "C", "C", "O", "O", "H", "H", "H", "H", "N", "C", "N", "O", "H", "H", "H", "H", "Se", "Sb", "Se", "Se", "Se"], "coordinates": [[0.0894, 0.2534, 0.0574], [0.9111, 0.8513, -4.2543], [-0.0170, 0.0305, -4.9016], [-1.0761, -0.4610, -4.1836], [-1.1904, -0.1810, -2.8114], [-0.1991, 0.4662, -2.1600], [0.7788, 1.0379, -2.9032], [-2.4077, -0.4573, -2.2446], [-2.7048, -0.3912, -1.0049], [-1.8555, -0.3718, 0.1007], [-2.6214, -0.1087, 1.2399], [-2.2352, 0.0435, 2.4569], [-0.9692, -0.3555, 2.8638], [-0.7659, -0.3739, 4.2469], [0.3936, -0.9110, 4.7594], [1.3500, -1.4271, 3.8762], [1.1264, -1.2981, 2.5299], [0.0171, -0.7314, 2.0123], [-4.0322, -0.0057, 0.8332], [-5.1727, 0.2292, 1.5767], [-6.3843, 0.2161, 0.8966], [-6.4420, -0.0292, -0.4753], [-5.2892, -0.2627, -1.2150], [-4.0896, -0.2477, -0.5299], [1.7198, 1.3318, -4.7850], [0.0691, -0.1718, -5.9609], [-1.8775, -1.0202, -4.6431], [1.4715, 1.6748, -2.3684], [-1.5615, 0.0042, 4.8699], [0.5603, -0.9412, 5.8277], [2.2676, -1.8758, 4.2264], [1.8728, -1.6067, 1.8079], [-5.1155, 0.4138, 2.6405], [-7.3025, 0.3970, 1.4391], [-7.4038, -0.0357, -0.9701], [-5.3221, -0.4491, -2.2795], [0.6874, 4.6372, -0.5372], [0.7190, 4.0320, 0.7798], [0.2327, 2.6256, 0.7160], [0.5899, 1.7291, 1.5251], [-0.5455, 2.1875, -0.2108], [1.1293, 5.5465, -0.5201], [-0.2619, 4.7577, -0.8668], [0.1118, 4.5278, 1.5528], [1.7406, 3.9929, 1.1575], [1.5644, -3.4759, -0.1065], [1.1928, -2.5273, -0.9613], [1.7768, -2.4584, -2.1654], [0.2547, -1.7389, -0.6340], [2.3511, -4.0795, -0.2880], [1.0191, -3.6059, 0.7279], [2.6093, -2.9984, -2.3434], [1.6085, -1.6363, -2.7186], [5.2816, -3.5849, -0.5903], [5.4687, -1.2391, -0.5211], [4.1305, -0.1262, 1.2435], [6.7467, 0.2019, -1.8230], [2.5348, 0.3725, -0.4692]]}

=====

{"formula": "C8H8OS", "method": "ωB97M-V/def2-TZVPD", "relative_energy_kcal_mol": 94.8, "smiles": "C1#CCSCC#CCOC1", "e_tot_ev": -21302.4970, "species": ["C", "C", "C", "C", "O", "S", "C", "C", "C", "C", "H", "H", "H", "H", "H", "H", "H", "H"], "coordinates": [[-0.7713, -1.2127, 0.9739], [0.6617, 0.0953, -1.4367], [-1.0201, -0.0574, 1.4053], [1.0074, 1.0536, -0.8919], [0.4694, -2.1752, -0.9402], [0.9723, 1.9387, 1.7485], [-0.4489, -2.3960, 0.1152], [0.0890, -1.2066, -1.9496], [-0.7721, 1.3071, 1.9169], [1.3199, 2.1971, -0.0301], [-0.1770, -3.2873, 0.6167], [-1.3840, -2.6887, -0.2774], [-1.0259, -0.9872, -2.0999], [0.6644, -1.3118, -2.8020], [-1.3808, 2.0038, 1.2617], [-1.1759, 1.1658, 2.9797], [0.6597, 3.0180, -0.2629], [2.3123, 2.5435, -0.3270]]}

=====

{"formula": "C31H21BrI2N4O2Zn", "method": "ωB97M-V/def2-TZVPD", "relative_energy_kcal_mol": 0.0, "e_tot_ev": -177208.9639, "species": ["Zn", "Br", "C", "C", "C", "C", "O", "C", "C", "N", "C", "C", "C", "C", "C", "C", "C", "C", "N", "C", "C", "H", "H", "H", "H", "H", "H", "H", "H", "H", "H", "I", "C", "C", "C", "I", "C", "C", "C", "C", "N", "C", "C", "O", "H", "H", "H", "H", "N", "C", "C", "C", "C", "C", "C", "H", "H", "H", "H", "H", "H", "H"], "coordinates": [[-0.3730, 0.3537, 0.9209], [3.3818, 6.4084, -1.4273], [2.2408, 5.0936, -0.6779], [1.0864, 5.4916, 0.0172], [0.2464, 4.5557, 0.5519], [0.4971, 3.1571, 0.4397], [-0.3619, 2.3359, 0.9239], [1.6879, 2.7778, -0.2505], [2.0757, 1.4253, -0.4857], [1.5168, 0.3645, -0.0060], [2.0096, -0.9037, -0.3675], [3.2906, -1.1853, -0.7645], [3.6583, -2.4923, -1.1514], [2.7555, -3.5144, -1.1310], [1.4346, -3.2729, -0.6838], [0.4392, -4.2745, -0.6111], [-0.8065, -3.9616, -0.1511], [-1.0677, -2.6392, 0.2588], [-0.1665, -1.6925, 0.1964], [1.0712, -1.9753, -0.2809], [2.5272, 3.7683, -0.8113], [0.8641, 6.5457, 0.1208], [-0.6496, 4.8515, 1.0822], [2.9264, 1.3061, -1.1608], [4.0415, -0.4064, -0.7815], [4.6762, -2.6756, -1.4691], [3.0371, -4.5135, -1.4382], [0.6803, -5.2836, -0.9231], [-1.5890, -4.7043, -0.0860], [-2.0411, -2.3480, 0.6375], [3.4130, 3.4568, -1.3523], [-5.3341, -0.9188, 1.5690], [-3.7699, -0.8716, 2.9372], [-3.9766, -1.2896, 4.2610], [-2.9583, -1.2909, 5.1746], [-3.3615, -1.9132, 7.1275], [-1.6572, -0.8823, 4.7842], [-0.5232, -0.8594, 5.6264], [0.6920, -0.4653, 5.1410], [0.7968, -0.0935, 3.7923], [-0.2369, -0.0984, 2.9873], [-1.4603, -0.4690, 3.4481], [-2.5380, -0.4192, 2.4799], [-2.3230, -0.0030, 1.2812], [-4.9658, -1.6132, 4.5554], [-0.6287, -1.1588, 6.6607], [1.5667, -0.4419, 5.7754], [1.7455, 0.2126, 3.3662], [-2.7884, 1.9297, -1.0213], [-1.8596, 1.2334, -1.7836], [-0.7855, 1.9003, -2.3838], [0.1240, 1.2118, -3.1670], [-0.0105, -0.1555, -3.3826], [-1.0827, -0.8189, -2.8018], [-1.9953, -0.1402, -2.0085], [-3.3298, 1.3420, -0.4010], [-2.3834, 2.6970, -0.5043], [-0.6745, 2.9679, -2.2310], [0.9469, 1.7535, -3.6196], [0.7007, -0.6901, -3.9989], [-1.2084, -1.8845, -2.9585], [-2.8206, -0.6678, -1.5436]]}

=====

{"formula": "C5H3N2S", "method": "ωB97M-V/def2-TZVPD", "relative_energy_kcal_mol": 15.9, "total_charge": 1, "e_tot_ev": -19035.1892, "species": ["C", "C", "C", "C", "C", "N", "N", "S", "H", "H", "H"], "coordinates": [[0.4476, 0.7641, -1.4442], [1.3983, 0.5842, -0.4091], [-1.7182, -0.6860, 0.7542], [-0.6832, 0.0088, -1.3244], [0.4565, -0.5577, 1.9997], [-0.6370, -0.7489, 1.4943], [-1.4738, -0.5325, -0.5463], [1.6766, 0.3837, 1.3278], [0.8754, 1.2504, -2.3484], [2.3560, 0.5656, -0.7618], [-2.6984, -1.0316, 1.2583]]}

=====

{"formula": "C2H6N2OS", "method": "ωB97M-V/def2-TZVPD", "relative_energy_kcal_mol": 12.7, "smiles": "CNC(=O)NS", "e_tot_ev": -18034.2532, "species": ["C", "C", "H", "H", "H", "H", "H", "H", "N", "N", "O", "S"], "coordinates": [[0.4397, 1.4942, 0.2051], [0.5386, -1.0052, -0.0064], [-0.2577, 1.9860, -0.4377], [-0.0020, 1.2932, 1.1619], [1.2327, 2.1711, 0.3557], [1.9303, 0.2453, -0.6860], [-0.9577, -2.0940, 0.7704], [-2.1804, -0.8997, -1.3155], [0.9400, 0.2470, -0.3461], [-0.7711, -1.1142, 0.5088], [1.2349, -1.9875, -0.0888], [-2.1472, -0.3361, -0.1215]]}

=====

{"formula": "CH2IN2PS", "method": "ωB97M-V/def2-TZVPD", "relative_energy_kcal_mol": 80.2, "e_tot_ev": -32270.3069, "species": ["C", "N", "N", "P", "S", "I", "H", "H"], "coordinates": [[-1.5039, 1.2437, 0.2874], [-0.3358, 1.3037, 0.4619], [0.5997, 0.6284, -1.0146], [1.0623, -0.5715, -0.1452], [-3.0869, 1.2852, 0.1560], [-0.6270, -2.1591, 0.2800], [1.7358, -0.4033, 0.9276], [2.1559, -1.3271, -0.9531]]}